Model P:
{"formula": "C11H14N2O3", "method": "ωB97M-V/def2-TZVPD", "species": ["C", "C", "C", "C", "C", "C", "C", "C", "C", "C", "C", "H", "H", "H", "H", "H", "H", "H", "H", "H", "H", "H", "H", "H", "H", "N", "N", "O", "O", "O"], "coordinates": [[2.5393, 0.5914, -0.9462], [1.6611, -0.6136, -0.6566], [-0.5852, -1.5238, -0.9033], [-1.1164, -2.3656, -2.0561], [-1.7433, -0.8122, -0.1813], [-1.2455, 0.0894, 0.9179], [-0.7323, -0.4424, 2.0916], [-1.2563, 1.4763, 0.7593], [-0.2328, 0.3915, 3.0996], [-0.7505, 2.3127, 1.7557], [-0.2406, 1.7771, 2.9284], [2.3075, 2.4795, -1.7425], [1.3129, 2.1621, -0.4725], [3.2030, 0.3344, -1.7916], [3.1536, 0.7524, -0.0927], [0.2525, 0.2296, -1.8035], [-0.1311, -2.2257, -0.2189], [-2.4360, -1.5781, 0.1970], [-2.3171, -0.2173, -0.9385], [-0.7111, -1.5197, 2.1962], [-1.6567, 1.9055, -0.1468], [0.1766, -0.0643, 3.9833], [-0.7531, 3.3785, 1.6153], [0.1498, 2.4113, 3.7278], [-0.6337, -3.1660, -3.6832], [1.7231, 1.7583, -1.3217], [0.4625, -0.6135, -1.2987], [2.0349, -1.5050, 0.1019], [-2.2268, -2.8312, -2.0997], [-0.2084, -2.5714, -3.0204]], "mulliken_charge": [-0.476, 0.492, 0.207, 0.151, -1.075, 0.537, -0.181, -0.445, -0.664, -0.617, -0.395, 0.251, 0.117, 0.313, 0.343, 0.329, 0.350, 0.379, 0.408, 0.380, 0.349, 0.393, 0.419, 0.382, 0.374, -0.564, -0.060, -0.676, -0.582, -0.436], "e_lumo_ev": 0.7, "orbital_gap_ev": 10.03, "spin_multiplicity": 1, "homo_ha": -0.3434, "total_charge": 0, "smiles": "NCC(=O)N[C@@H](Cc1ccccc1)C(=O)O"}


Model Q:
{"formula": "C11H14N2O3", "method": "ωB97M-V/def2-TZVPD", "species": ["C", "C", "C", "C", "C", "C", "C", "C", "C", "C", "C", "H", "H", "H", "H", "H", "H", "H", "H", "H", "H", "H", "H", "H", "H", "N", "N", "O", "O", "O"], "coordinates": [[4.2838, -0.0134, -0.2516], [2.7950, -0.1906, -0.1754], [0.6451, 0.6015, 0.0721], [0.4039, 2.1852, -0.4945], [-0.4080, 0.0814, 1.1065], [-1.7603, -0.1792, 0.3227], [-2.0565, -1.3329, -0.3492], [-2.7771, 0.7775, 0.4660], [-3.3405, -1.7048, -0.6616], [-4.2178, 0.3962, 0.2881], [-4.4599, -0.8766, -0.2151], [4.0101, -1.7438, 1.0305], [4.7622, -2.3347, -0.4779], [4.7980, 0.9864, 0.3467], [4.5461, 0.1568, -1.5766], [2.2858, 1.3550, 1.3377], [0.7782, -0.2118, -0.6722], [-0.7993, 0.9518, 1.8025], [-0.1126, -0.7216, 1.7486], [-1.0200, -2.0601, -0.4336], [-2.6373, 1.8922, 0.7889], [-3.5997, -2.5560, -1.3344], [-5.0599, 0.9055, 0.8612], [-5.4655, -1.2412, -0.4556], [-1.0306, 1.5366, -1.7379], [4.7070, -1.4239, 0.3110], [1.9921, 0.6731, 0.4694], [2.4905, -1.2786, -0.8072], [0.8612, 3.1314, 0.0254], [-0.6143, 2.2385, -1.3345]], "mulliken_charge": [-0.146, 0.158, -0.178, 0.411, -0.895, 0.303, 0.072, 0.074, -0.594, -0.784, -0.258, 0.291, 0.321, 0.231, 0.231, 0.363, 0.504, 0.302, 0.417, 0.113, 0.204, 0.332, 0.275, 0.343, 0.391, -0.704, -0.138, -0.629, -0.505, -0.504], "e_lumo_ev": 0.6, "orbital_gap_ev": 9.49, "spin_multiplicity": 1, "homo_ha": -0.3260, "total_charge": 0}


Stability comparison, relative energies in kcal/mol: model P 0.0; model Q 156.2